{
  "formula": "C5H3Cl2F",
  "method": "wB97M-V/def2-TZVPD",
  "orbital_gap_ev": 10.714,
  "lumo_ha": 0.0284,
  "homo_energy_ev": -9.94,
  "charge": 0,
  "e_above_lowest_kcal_mol": 86.2,
  "multiplicity": 1,
  "species": ["C", "C", "C", "C", "C", "H", "H", "H", "F", "Cl", "Cl"],
  "xyz": [[-1.981, -1.119, -0.398], [-0.599, -1.141, -0.399], [0.401, 0.000, -0.065], [-0.309, 1.236, 0.414], [-0.828, 2.272, 0.642], [-2.476, -1.917, -0.963], [0.004, -2.122, -0.586], [-1.597, 3.327, 0.406], [-2.803, -0.111, -0.049], [1.313, -0.686, 1.247], [1.581, 0.346, -1.222]],
  "atomic_forces_ev_per_a": [[2.683, -0.307, -1.141], [-0.731, -0.138, -0.485], [-3.275, -0.129, 2.213], [1.708, -2.494, -1.135], [-4.141, 5.744, -1.146], [-0.189, 0.084, 0.907], [-1.713, 1.805, -0.071], [3.098, -4.006, 1.390], [0.830, -0.526, -0.246], [0.877, -0.626, 2.124], [0.853, 0.592, -2.411]],
  "lowdin_charge": [-0.122, -0.158, -1.324, -0.256, 0.066, 0.114, 0.130, 0.171, 0.020, 0.654, 0.705]
}

***

{
  "formula": "C21H53NO12",
  "method": "wB97M-V/def2-TZVPD",
  "orbital_gap_ev": [8.194, 1.376],
  "lumo_ha": [-0.0896, -0.3402],
  "homo_energy_ev": [-10.63, -10.63],
  "s_squared": 0.76,
  "charge": 1,
  "multiplicity": 2,
  "species": ["C", "N", "O", "O", "H", "H", "H", "C", "O", "C", "C", "O", "C", "H", "H", "H", "H", "H", "H", "H", "H", "H", "H", "C", "O", "C", "C", "O", "C", "H", "H", "H", "H", "H", "H", "H", "H", "H", "H", "C", "O", "C", "C", "O", "C", "H", "H", "H", "H", "H", "H", "H", "H", "H", "H", "C", "O", "C", "C", "O", "C", "H", "H", "H", "H", "H", "H", "H", "H", "H", "H", "C", "O", "C", "C", "O", "C", "H", "H", "H", "H", "H", "H", "H", "H", "H", "H"],
  "xyz": [[0.029, 0.078, 0.129], [-0.884, -0.325, 1.192], [-1.800, -1.082, 0.854], [-0.761, 0.146, 2.282], [-0.387, -0.106, -0.861], [0.963, -0.474, 0.230], [0.256, 1.144, 0.159], [-4.051, -2.869, -1.175], [-4.906, -3.957, -1.425], [-5.995, -3.715, -2.354], [-6.955, -4.961, -2.514], [-7.879, -5.063, -1.356], [-7.323, -5.947, -0.398], [-3.206, -3.120, -0.533], [-4.715, -2.079, -0.827], [-3.691, -2.458, -2.118], [-5.618, -3.409, -3.329], [-6.519, -2.844, -1.960], [-6.371, -5.865, -2.686], [-7.441, -4.881, -3.486], [-7.296, -6.992, -0.708], [-7.873, -5.889, 0.541], [-6.342, -5.581, -0.092], [6.234, 0.379, -2.785], [4.808, 0.292, -2.888], [4.368, -1.030, -2.858], [2.853, -1.281, -2.473], [1.804, -0.923, -3.369], [1.621, 0.383, -3.738], [6.633, -0.336, -2.066], [6.459, 1.375, -2.402], [6.897, 0.348, -3.650], [4.839, -1.398, -1.946], [4.580, -1.682, -3.706], [2.682, -0.790, -1.515], [2.736, -2.339, -2.241], [0.921, 0.323, -4.570], [2.493, 0.968, -4.031], [1.071, 0.897, -2.950], [3.928, 1.702, 0.306], [3.054, 0.721, 0.857], [3.855, -0.271, 1.602], [2.972, -1.262, 2.350], [2.148, -1.993, 1.439], [1.177, -2.754, 2.112], [4.720, 1.278, -0.312], [4.299, 2.444, 1.014], [3.356, 2.363, -0.345], [4.495, 0.212, 2.340], [4.573, -0.763, 0.946], [2.377, -0.676, 3.051], [3.575, -1.955, 2.936], [1.694, -3.561, 2.631], [0.383, -3.187, 1.503], [0.706, -2.234, 2.946], [3.448, 2.136, 6.806], [2.746, 1.351, 5.930], [1.998, 2.000, 4.907], [2.753, 2.968, 3.955], [1.885, 3.893, 3.206], [1.076, 3.097, 2.315], [2.891, 3.055, 6.990], [4.439, 2.425, 6.455], [3.527, 1.721, 7.810], [1.058, 2.385, 5.303], [1.611, 1.163, 4.325], [3.241, 2.300, 3.246], [3.516, 3.537, 4.485], [1.652, 2.589, 1.541], [0.324, 3.781, 1.922], [0.471, 2.339, 2.812], [-0.823, 3.346, -2.819], [-2.035, 3.344, -2.100], [-3.187, 2.945, -2.856], [-4.417, 3.006, -1.903], [-4.422, 1.930, -1.036], [-3.555, 1.946, 0.055], [-0.897, 4.084, -3.618], [-0.666, 2.343, -3.215], [0.121, 3.498, -2.295], [-3.058, 1.907, -3.161], [-3.273, 3.457, -3.814], [-5.274, 2.840, -2.555], [-4.701, 3.946, -1.429], [-2.509, 2.007, -0.247], [-3.632, 0.941, 0.470], [-3.849, 2.721, 0.764]],
  "atomic_forces_ev_per_a": [[1.052, 0.394, -1.361], [-2.246, -1.028, -2.251], [1.177, 0.573, 0.695], [0.567, 0.638, 1.717], [-0.290, -0.342, 0.357], [-0.098, -0.035, 0.193], [-0.155, -0.070, 0.527], [-1.364, 0.688, -1.153], [-0.325, -1.615, -0.532], [0.201, -0.506, 0.862], [0.592, 1.270, 1.290], [1.176, -0.401, -2.015], [0.258, 0.557, 0.916], [-0.460, -0.131, 0.106], [0.451, 0.462, 0.866], [0.531, -0.111, -0.297], [0.308, -0.211, -0.257], [-0.585, -0.035, -0.023], [0.230, -0.180, 0.713], [-0.860, 0.510, 0.405], [0.072, 0.003, -0.264], [-0.606, 0.039, -0.272], [0.391, -0.311, -0.332], [0.156, 0.971, 0.834], [0.647, 0.584, -1.155], [-1.783, -1.219, 1.372], [0.421, 1.452, -0.124], [1.382, -2.290, 0.202], [-0.969, 0.935, -0.225], [-0.156, -0.233, 0.134], [-0.246, 0.105, 0.263], [-0.815, -0.583, -0.804], [0.273, -1.027, -0.045], [0.509, 0.415, -0.350], [-0.016, 0.434, 0.288], [0.108, -0.078, -0.450], [0.128, 0.278, -0.214], [0.268, -0.251, 0.073], [0.117, 0.511, 0.341], [-0.684, 0.628, -0.696], [1.403, -0.650, 1.112], [-0.521, 0.102, -0.350], [-0.309, 0.135, -1.084], [0.086, 1.090, -0.091], [0.235, -0.920, 1.410], [0.106, -0.116, 0.217], [0.530, -0.447, 0.694], [-0.376, -0.409, -0.372], [-0.082, 0.420, 0.250], [-0.292, -0.143, -0.462], [-0.474, -0.051, 0.156], [0.281, -0.018, 0.051], [-0.014, -0.518, -0.117], [0.411, 0.346, -0.524], [-0.221, 0.644, -0.149], [-0.116, 2.138, 1.684], [-0.538, -0.132, -2.520], [-1.333, -2.571, 1.284], [0.378, 1.987, -1.017], [1.140, -3.517, 1.341], [-1.222, 1.447, -0.310], [0.003, 0.412, -0.098], [0.208, -0.287, -0.221], [0.116, -0.752, -0.357], [0.263, 1.134, 0.401], [0.367, -0.078, -0.280], [-0.081, -0.040, -0.347], [-0.388, 0.303, 0.008], [0.395, 0.010, 0.063], [0.373, 0.093, -0.360], [0.283, -0.377, 0.616], [-0.467, -0.726, -1.049], [0.349, 0.570, 0.627], [0.278, 0.048, 1.135], [-0.054, -0.156, -1.952], [-0.461, -0.670, 0.030], [0.279, -0.791, 0.080], [0.259, -0.058, -0.277], [-0.110, -0.135, -0.652], [-0.558, 0.562, 0.962], [-0.104, -0.411, 0.208], [-0.186, 0.777, 0.173], [-0.127, -0.200, -0.180], [0.900, 0.380, 0.242], [0.107, 0.579, -0.027], [-0.317, 0.161, 0.492], [0.238, 0.048, 0.226]],
  "lowdin_spin": [0.000, 0.000, 0.001, 0.003, 0.000, 0.000, 0.000, 0.000, 0.000, 0.000, 0.000, 0.000, 0.000, 0.000, 0.000, 0.000, 0.000, 0.000, 0.000, 0.000, 0.000, 0.000, 0.000, 0.000, 0.000, 0.000, 0.000, 0.000, 0.000, 0.000, 0.000, 0.000, 0.000, 0.000, 0.000, 0.000, 0.000, 0.000, 0.000, 0.000, 0.011, 0.000, 0.000, 0.000, 0.000, 0.000, 0.000, 0.000, 0.000, 0.000, 0.000, 0.000, 0.000, 0.000, 0.000, 0.023, 0.182, 0.075, 0.078, 0.463, 0.053, 0.002, 0.014, 0.005, 0.016, 0.001, 0.023, 0.001, 0.022, 0.000, 0.025, 0.000, 0.000, 0.000, 0.000, 0.000, 0.000, 0.000, 0.000, 0.000, 0.000, 0.000, 0.000, 0.000, 0.000, 0.000, 0.000]
}

***

{
  "formula": "C4H6O2",
  "method": "wB97M-V/def2-TZVPD",
  "orbital_gap_ev": 10.841,
  "lumo_ha": 0.0344,
  "homo_energy_ev": -9.91,
  "smiles": "CC(=O)[C@H]1CO1",
  "charge": 0,
  "e_above_lowest_kcal_mol": 38.4,
  "multiplicity": 1,
  "species": ["C", "C", "O", "C", "C", "O", "H", "H", "H", "H", "H", "H"],
  "xyz": [[0.334, -1.486, -0.412], [0.941, -0.107, -0.495], [1.895, 0.156, -1.195], [0.304, 0.992, 0.316], [-1.155, 1.062, 0.482], [-0.324, 0.617, 1.534], [-0.477, -1.567, -1.148], [1.092, -2.232, -0.664], [-0.085, -1.679, 0.580], [0.888, 1.910, 0.346], [-1.790, 0.298, 0.032], [-1.622, 2.036, 0.624]],
  "atomic_forces_ev_per_a": [[-0.007, -0.114, -0.003], [0.186, 0.042, -0.196], [-0.360, -0.109, 0.250], [0.196, 0.116, -0.143], [-0.246, 0.047, -0.144], [-0.018, -0.050, 0.178], [0.143, 0.047, 0.124], [-0.119, 0.159, 0.043], [0.074, 0.030, -0.165], [-0.078, -0.126, 0.003], [0.119, 0.098, 0.064], [0.110, -0.140, -0.011]],
  "lowdin_charge": [-0.004, -0.391, 0.088, -0.217, -0.102, -0.029, 0.094, 0.089, 0.086, 0.152, 0.116, 0.117]
}